Molecular formula: C25H27N5O3S
Method: DFT, ωB97M-V/def2-TZVPD

Positions of all 61 atoms, in Å:
S  4.4844  -0.1540  -0.8409
O  -4.8974  1.4497  3.8657
O  -5.3749  0.0745  2.1777
O  3.4527  -1.8436  1.6839
N  3.0339  1.9174  0.0782
N  1.8017  0.5383  -1.1161
N  1.8250  0.3584  2.6857
N  3.1317  0.3145  2.3481
N  1.7784  2.3664  0.1020
C  -2.4912  1.5962  -1.9318
C  1.0912  -3.0845  -1.9821
C  1.6113  -1.9226  -1.1421
C  1.0330  1.5602  -0.6126
C  -3.1968  1.9533  -0.7907
C  3.8070  -0.6858  1.6999
C  1.5757  -1.8038  -4.0811
C  -3.1193  0.2191  2.9219
C  -4.6909  2.0276  -0.7842
C  -2.6857  -0.8525  2.1431
C  1.3805  -0.6091  -1.8922
C  1.7937  -3.1169  -3.3358
C  -2.4777  2.2490  0.3639
C  -0.8464  0.7021  3.5240
C  -2.1910  0.9814  3.6316
C  -1.3431  -1.1515  2.0648
C  3.0497  0.8255  -0.6397
C  1.0107  -0.6055  2.5172
C  -1.1057  2.1284  0.3961
C  -4.5590  0.5445  2.9342
C  -1.1118  1.4885  -1.9169
C  -0.4070  1.7147  -0.7384
C  5.0099  -0.1923  0.9192
C  2.0832  -0.6292  -3.2509
C  -0.4051  -0.3600  2.7309
H  0.0138  -2.9753  -2.1321
H  1.2904  -1.5870  2.1376
H  1.2636  -4.0207  -1.4494
H  1.9008  0.3134  -3.7739
H  3.1605  -0.7252  -3.0963
H  -0.5489  2.3451  1.2937
H  -3.0064  2.5717  1.2485
H  -5.8501  1.6255  3.8216
H  -1.0094  -1.9839  1.4620
H  -5.0951  1.2936  -0.0869
H  3.5164  1.2537  2.3200
H  -2.5346  1.8017  4.2423
H  2.0980  -1.8250  -5.0389
H  2.8635  -3.2724  -3.1833
H  1.4135  -3.9483  -3.9318
H  0.5095  -1.6729  -4.2832
H  2.6729  -2.0686  -0.9439
H  -0.5903  1.2627  -2.8362
H  -3.4197  -1.4341  1.6062
H  -5.0992  1.8305  -1.7720
H  1.0899  -1.8859  -0.1833
H  0.3012  -0.4980  -2.0413
H  5.8216  -0.9163  0.9539
H  -0.1113  1.2991  4.0398
H  -3.0260  1.4036  -2.8511
H  -5.0215  3.0127  -0.4580
H  5.3462  0.8019  1.2032

- Kohn-Sham gap (eV) = 8.043
- net charge = 0
- SMILES = Cc1ccc(-c2nnc(SCC(=O)N/N=C/c3ccc(C(=O)O)cc3)n2C2CCCCC2)cc1
- relative energy (zero: lowest compared OMol25 entry of this formula, charge and spin) (kcal per mole) = 45.50

How is the electron density shared among the atoms? According to Mulliken, the charges in e are:
1 S -0.232
2 O -0.469
3 O -0.602
4 O -0.579
5 N -0.590
6 N 0.640
7 N -0.466
8 N -0.063
9 N -0.544
10 C -0.918
11 C -0.826
12 C 0.132
13 C 0.747
14 C 1.212
15 C 0.389
16 C -0.761
17 C 0.634
18 C -1.456
19 C -0.853
20 C -0.670
21 C -0.712
22 C -0.658
23 C -0.728
24 C -0.512
25 C -0.612
26 C 0.553
27 C -0.784
28 C -1.086
29 C 0.313
30 C -0.490
31 C -0.011
32 C -0.686
33 C -0.612
34 C 1.052
35 H 0.337
36 H 0.759
37 H 0.402
38 H 0.334
39 H 0.293
40 H 0.730
41 H 0.593
42 H 0.363
43 H 0.434
44 H 0.205
45 H 0.365
46 H 0.431
47 H 0.392
48 H 0.333
49 H 0.387
50 H 0.330
51 H 0.289
52 H 0.618
53 H 0.452
54 H 0.363
55 H -0.463
56 H 0.327
57 H 0.467
58 H 0.439
59 H 0.349
60 H 0.353
61 H 0.369

Molecular formula: C34H47BeNO2P2
Method: DFT, ωB97M-V/def2-TZVPD

Positions of all 87 atoms, in Å:
P  1.0118  -0.3719  -1.5567
P  -0.1492  1.2798  1.8136
O  -1.3058  2.1360  -0.9964
O  -1.9473  -0.4235  -0.3719
N  0.3011  -1.3625  0.9218
C  -4.0415  3.4307  -2.9042
C  -4.5480  1.1501  -2.3681
C  -2.6522  2.4700  2.1658
C  0.8150  0.0774  2.7528
C  1.7494  -2.1303  2.7785
C  1.2362  3.2635  0.3721
C  0.4143  3.9834  2.6335
C  1.0484  -4.5226  -1.7772
C  -3.8747  -1.4240  -1.2110
C  0.3845  -3.7974  0.4439
C  -4.9164  2.3074  -2.9704
C  -2.4095  2.1578  -1.5838
C  -2.9810  -0.2094  -1.0630
C  0.8284  1.3033  -3.7076
C  2.8460  -0.3286  5.9560
C  2.3582  -1.8405  3.9838
C  0.9644  -2.1642  -1.2235
C  -1.6439  1.5494  2.8562
C  3.7291  -0.6818  -2.3160
C  -0.6655  -0.7332  -3.7624
C  0.9388  -1.1800  2.1302
C  0.9173  2.8087  1.7937
C  -3.3125  1.0202  -1.6615
C  0.5637  -2.4584  0.0931
C  2.8006  0.0854  -1.3796
C  -2.2906  0.1874  3.1242
C  2.2055  -0.6079  4.6228
C  1.4286  0.3373  3.9743
C  1.2815  -5.6241  -2.7756
C  1.1997  -3.1870  -2.1329
C  0.6354  -4.8032  -0.4754
C  -2.8556  3.3649  -2.2529
C  3.2421  -0.0739  0.0723
C  0.7074  -0.1850  -3.3655
Be  -0.4954  -0.0924  0.1608
H  1.2031  4.7361  2.6963
H  -5.2180  0.3012  -2.4170
H  1.6540  -6.5259  -2.2894
H  0.4945  -5.8367  -0.1781
H  1.5457  2.4298  -0.2589
H  1.5094  -2.9452  -3.1463
H  4.2587  0.3052  0.1981
H  -2.1851  4.2139  -2.2017
H  3.8332  -0.7874  6.0246
H  0.1521  1.8973  -3.0861
H  -4.7800  -1.3055  -0.6129
H  -5.8589  2.3826  -3.4947
H  -0.4503  4.4592  2.1731
H  4.7656  -0.3962  -2.1220
H  1.4746  -0.7485  -3.9026
H  -1.0169  -0.2377  -4.6690
H  -3.1905  0.3259  3.7276
H  2.5939  0.4580  0.7705
H  2.9783  -2.6001  4.4482
H  -4.1767  -1.5813  -2.2461
H  1.9154  -3.0975  2.3249
H  -0.6306  -1.8080  -3.9486
H  -2.5851  -0.2923  2.1877
H  -3.4795  2.6862  2.8443
H  0.3563  -5.8882  -3.2932
H  2.8432  1.1476  -1.6379
H  -1.3218  1.9741  3.8117
H  0.0358  -4.0460  1.4381
H  2.2445  -0.7229  6.7787
H  3.5219  -0.4764  -3.3663
H  0.5626  1.4716  -4.7527
H  -4.3356  4.3551  -3.3883
H  0.3595  3.7032  -0.1004
H  -3.0571  1.9791  1.2760
H  2.0441  3.9987  0.3979
H  2.9629  0.7432  6.1188
H  3.6465  -1.7581  -2.1501
H  2.0068  -5.3236  -3.5320
H  -3.3236  -2.2937  -0.8615
H  -1.4076  -0.5490  -2.9903
H  1.8423  1.6771  -3.5581
H  1.8402  2.4481  2.2577
H  -1.6209  -0.4892  3.6546
H  -2.2220  3.4148  1.8406
H  3.2366  -1.1274  0.3616
H  0.1492  3.6985  3.6522
H  1.3111  1.3192  4.4272

- Kohn-Sham gap (eV) = 7.163
- net charge = 0
- relative energy (zero: lowest compared OMol25 entry of this formula, charge and spin) (kcal per mole) = 21.14

How is the electron density shared among the atoms? According to Mulliken, the charges in e are:
1 P 1.581
2 P 1.836
3 O 0.049
4 O 0.016
5 N 0.645
6 C -0.372
7 C -1.371
8 C -1.192
9 C -0.822
10 C -1.110
11 C -1.550
12 C -1.700
13 C 0.561
14 C -2.161
15 C -0.226
16 C -0.869
17 C 0.359
18 C 0.615
19 C -1.635
20 C -1.607
21 C -1.266
22 C -0.206
23 C 0.382
24 C -1.592
25 C -1.331
26 C 0.694
27 C 0.644
28 C 1.731
29 C -1.113
30 C 0.398
31 C -1.448
32 C 0.414
33 C -0.308
34 C -1.643
35 C -0.367
36 C -0.798
37 C -1.279
38 C -1.496
39 C 0.713
40 Be -1.056
41 H 0.472
42 H 0.388
43 H 0.399
44 H 0.412
45 H 0.287
46 H 0.384
47 H 0.612
48 H 0.429
49 H 0.384
50 H 0.171
51 H 0.381
52 H 0.401
53 H 0.286
54 H 0.481
55 H 0.513
56 H 0.457
57 H 0.547
58 H 0.099
59 H 0.363
60 H 0.463
61 H 0.572
62 H 0.260
63 H 0.128
64 H 0.520
65 H 0.304
66 H 0.657
67 H 0.588
68 H 0.655
69 H 0.295
70 H 0.364
71 H 0.528
72 H 0.409
73 H 0.226
74 H 0.077
75 H 0.584
76 H 0.376
77 H 0.263
78 H 0.379
79 H 0.347
80 H 0.069
81 H 0.355
82 H 0.647
83 H 0.254
84 H 0.147
85 H 0.248
86 H 0.358
87 H 0.346

Molecular formula: C41H56GeN8O2PSTi
Method: DFT, ωB97M-V/def2-TZVPD

Positions of all 111 atoms, in Å:
Ge  1.9863  3.4257  -0.7377
Ti  0.3700  0.3520  0.2801
S  -2.4759  -1.6687  1.2100
P  1.6152  0.4940  2.4760
O  -3.0595  -0.4112  1.6407
O  -1.8882  -2.5276  2.2114
N  -1.3907  -1.2319  0.0979
N  -2.2421  2.0603  -1.4437
N  -0.9781  1.6392  1.4417
N  -0.7830  -0.1396  -3.0560
N  0.6863  -1.6616  -0.6619
N  2.8758  -2.6574  1.4799
N  -6.8901  -4.7848  -1.2508
N  -0.8602  -3.4618  -0.5952
C  3.5354  2.5456  2.9693
C  5.8660  2.2800  2.4283
C  0.5124  1.6475  3.3901
C  -5.8462  -2.6636  -0.7487
C  -4.8234  -1.9405  -0.1622
C  -4.7853  -4.7100  -0.0577
C  -1.3114  3.2322  4.7909
C  0.6366  -1.5197  4.0722
C  1.5367  1.5873  -0.5018
C  1.3266  -3.7613  -1.5256
C  4.3047  0.5185  1.9331
C  1.4793  -4.6331  2.4608
C  -1.9202  2.0856  -2.8660
C  3.9190  3.7346  -0.5615
C  0.7600  2.0265  4.7130
C  2.2278  -5.9645  2.4758
C  -0.1343  2.8203  5.4065
C  2.8960  -0.9087  4.6173
C  -1.5814  2.8440  3.4921
C  5.5982  1.0144  1.9216
C  0.5118  0.3106  -3.5380
C  1.5085  4.1917  -2.4956
C  0.0712  -4.2226  -1.1649
C  0.6270  -2.4324  5.1142
C  -3.7760  -2.5981  0.4652
C  -3.4612  1.3174  -1.1793
C  -1.8467  0.7260  -3.5342
C  1.7578  -2.5956  5.9072
C  2.8908  -1.8387  5.6517
C  2.2765  -3.5412  1.9017
C  4.8320  3.0465  2.9414
C  -5.8367  -4.0584  -0.7088
C  3.2635  1.2760  2.4722
C  -2.3744  3.4315  -0.9801
C  -0.5390  -2.1816  -0.3934
C  1.5994  -2.4356  -1.2134
C  -0.6724  2.0560  2.7936
C  1.0700  4.5353  0.6208
C  -1.0315  -1.5038  -3.4878
C  1.7685  -0.7407  3.8250
C  -3.7628  -3.9858  0.5208
H  3.1344  -5.8943  3.0758
H  -2.6603  3.4515  0.0742
H  2.5726  -1.9960  -1.3949
H  -1.4261  3.9580  -1.0956
H  5.0282  4.0412  3.3212
H  4.1488  4.7976  -0.6608
H  4.2772  3.3868  0.4088
H  -0.2106  -5.2570  -1.3390
H  -4.3034  1.6647  -1.8035
H  2.5098  -6.2682  1.4679
H  4.4615  3.1915  -1.3380
H  -2.9463  -4.4861  1.0198
H  3.7845  -0.3171  4.4378
H  0.5615  -4.6973  1.8722
H  1.5924  -6.7390  2.9027
H  -2.5055  3.1397  3.0096
H  1.8815  3.5592  -3.3037
H  -4.8492  -0.8594  -0.1686
H  -6.6708  -2.1474  -1.2260
H  -2.6905  2.6639  -3.4102
H  2.7380  3.1661  3.3539
H  -6.6828  -5.7415  -1.4857
H  0.5618  0.2997  -4.6414
H  -4.7793  -5.7924  -0.0033
H  -2.0226  3.8446  5.3300
H  3.7754  -1.9618  6.2639
H  -3.7391  1.4260  -0.1310
H  6.3987  0.4173  1.5032
H  -1.1172  -1.5848  -4.5856
H  1.9481  5.1845  -2.6130
H  0.0745  3.1053  6.4294
H  4.0947  -0.4658  1.5330
H  -3.2941  0.2564  -1.3589
H  1.2946  -0.3410  -3.1478
H  -1.8910  1.1640  1.4320
H  0.1908  5.0381  0.2107
H  2.0669  -4.3963  -1.9877
H  0.7601  3.9393  1.4809
H  -0.9750  2.6198  -2.9914
H  1.7498  5.3069  0.9888
H  -1.9546  -1.8762  -3.0390
H  -0.2475  -1.4242  3.4478
H  1.1923  -4.3247  3.4660
H  -0.2119  -2.1502  -3.1723
H  -1.0375  2.4484  0.8231
H  -0.2665  -3.0156  5.3019
H  6.8762  2.6685  2.4118
H  -3.1459  3.9897  -1.5375
H  0.4273  4.2921  -2.6085
H  -7.4183  -4.3163  -1.9683
H  1.6595  1.6746  5.2036
H  -2.7954  0.2010  -3.4032
H  0.7271  1.3135  -3.1734
H  1.7557  -3.3121  6.7189
H  -1.7439  0.9011  -4.6209
H  2.3168  0.8957  -0.8807

- Kohn-Sham gap (alpha / beta) (eV) = 6.971 / 6.943
- net charge = 0
- <S²> = 0.7705
- spin multiplicity = 2
- relative energy (zero: lowest compared OMol25 entry of this formula, charge and spin) (kcal per mole) = 0.00

Mulliken population analysis, charges in e, atoms 1 to 99:
1 Ge 0.591
2 Ti -0.776
3 S 1.636
4 P 3.275
5 O -1.005
6 O -0.766
7 N 0.110
8 N 1.283
9 N 1.010
10 N 1.241
11 N 1.185
12 N -0.489
13 N -0.587
14 N -0.278
15 C -0.624
16 C -0.585
17 C 0.091
18 C -0.947
19 C -0.406
20 C -0.952
21 C -0.885
22 C -0.540
23 C -0.133
24 C -0.963
25 C -0.482
26 C 0.844
27 C -0.557
28 C -0.935
29 C -0.013
30 C -1.543
31 C -0.892
32 C -0.574
33 C -0.194
34 C -0.707
35 C -1.074
36 C -1.387
37 C -0.813
38 C -0.736
39 C -0.483
40 C -1.379
41 C -1.640
42 C -0.472
43 C -0.689
44 C 0.258
45 C -0.806
46 C 1.124
47 C 0.376
48 C -1.152
49 C 0.154
50 C -0.699
51 C -0.978
52 C -1.141
53 C -1.225
54 C 0.660
55 C -0.326
56 H 0.353
57 H 0.308
58 H 0.437
59 H 0.084
60 H 0.363
61 H 0.401
62 H -0.019
63 H 0.527
64 H 0.323
65 H 0.352
66 H 0.355
67 H 0.458
68 H 0.391
69 H -0.042
70 H 0.426
71 H 0.461
72 H 0.370
73 H 0.423
74 H 0.308
75 H 0.496
76 H 0.320
77 H 0.225
78 H 0.375
79 H 0.300
80 H 0.409
81 H 0.422
82 H 0.528
83 H 0.432
84 H 0.434
85 H 0.435
86 H 0.463
87 H 0.411
88 H 0.003
89 H 0.166
90 H -0.150
91 H 0.395
92 H 0.454
93 H 0.157
94 H -0.116
95 H 0.541
96 H 0.225
97 H 0.086
98 H -0.150
99 H 0.275